## w
This record from the OMol25 dataset describes the ion C4H13N3 with charge +2. The level of theory is wB97M-V/def2-TZVPD.

Properties
Net charge: +2
SMILES: N/C=C(\[NH3+])CC[NH3+]
HOMO, eV: -17.80
Molar mass, g mol⁻¹: 103.169

```
20
Properties=species:S:1:pos:R:3:nbo_charge:R:1
C 0.018 0.756 1.631 -0.218
C 0.618 -0.175 0.535 -0.478
C -0.029 -0.211 -0.799 0.072
C -0.306 -1.247 -1.576 0.073
N -0.567 -1.014 -2.963 -0.890
N -0.100 1.104 -1.527 -0.701
N 0.197 0.153 3.007 -0.670
H 0.535 1.699 1.698 0.238
H -1.046 0.908 1.487 0.238
H 1.693 0.030 0.525 0.259
H 0.589 -1.177 0.978 0.257
H -0.445 -2.267 -1.231 0.238
H -1.467 -1.413 -3.209 0.418
H 0.153 -1.412 -3.559 0.422
H -0.101 0.860 -2.538 0.492
H 0.658 1.693 -1.285 0.432
H -0.946 1.626 -1.290 0.444
H -0.338 -0.718 3.103 0.453
H 1.147 0.012 3.345 0.461
H -0.261 0.794 3.667 0.462
```

***

## x
This record from the OMol25 dataset describes a cluster of 2 separate species, C4H13N3 in total. The level of theory is wB97M-V/def2-TZVPD.

Properties
Net charge: +2
HOMO, eV: -17.83
Molar mass, g mol⁻¹: 103.169

```
20
Properties=species:S:1:pos:R:3:nbo_charge:R:1
C -1.410 -0.348 -0.301 0.023
C -0.601 -0.391 0.969 -0.553
C 0.741 0.031 0.411 0.073
C 1.377 -0.723 -0.491 0.089
N 2.529 -0.266 -1.139 -0.877
N 1.452 1.224 0.916 -0.695
N -3.437 0.150 -0.310 -0.860
H -1.312 0.488 -0.972 0.225
H -1.640 -1.252 -0.850 0.245
H -1.205 0.203 1.662 0.284
H -0.498 -1.368 1.428 0.293
H 0.974 -1.719 -0.677 0.222
H 3.229 -0.998 -1.173 0.423
H 2.365 0.087 -2.076 0.423
H 2.249 1.092 1.552 0.474
H 0.857 1.959 1.310 0.454
H 1.882 1.651 0.082 0.475
H -3.552 1.155 -0.428 0.422
H -4.246 -0.230 -0.811 0.447
H -3.501 -0.168 0.653 0.413
```

***

Tell me which of them is the least stable. Sure, it is x.

***

## w
This record from the OMol25 dataset describes a cluster of 2 separate species, C4H9N2O2 in total. The level of theory is wB97M-V/def2-TZVPD.

Properties
Net charge: -1
HOMO, eV: -4.28
Molar mass, g mol⁻¹: 117.128

```
17
Properties=species:S:1:pos:R:3:nbo_charge:R:1
C -0.202 1.869 -0.862 -0.422
N -1.571 1.515 -0.485 -0.624
C -1.771 0.718 0.621 0.296
N -2.763 -0.089 0.651 -0.774
H -0.183 2.904 -1.215 0.165
H 0.476 1.758 -0.019 0.252
H 0.176 1.218 -1.649 0.194
H -2.108 1.133 -1.251 0.368
H -1.035 0.816 1.415 0.198
H -2.786 -0.538 1.559 0.331
O 0.839 -0.574 1.380 -0.815
C 1.658 -0.773 0.449 0.763
O 2.367 0.068 -0.138 -0.789
C 1.736 -2.238 -0.028 -0.733
H 2.551 -2.415 -0.730 0.190
H 1.823 -2.903 0.830 0.198
H 0.792 -2.468 -0.528 0.202
```

***

## x
This record from the OMol25 dataset describes a structure of composition C4H9N2O2. The level of theory is wB97M-V/def2-TZVPD.

Properties
Net charge: -1
HOMO, eV: -4.38
Molar mass, g mol⁻¹: 117.128

```
17
Properties=species:S:1:pos:R:3:mulliken_charge:R:1
C -0.377 0.170 -0.649 -0.481
N -1.380 -0.193 -1.583 -0.175
C -1.961 0.846 -2.352 0.513
O -2.777 0.420 -3.234 -0.784
O -1.644 2.008 -1.884 -0.740
C 0.458 -0.916 0.072 -0.499
N 1.851 -0.756 1.350 -0.533
C 1.499 0.137 2.438 -0.652
H 0.411 0.866 -1.173 0.218
H -0.822 0.760 0.069 0.251
H -1.505 -1.187 -1.917 0.237
H 0.807 -1.615 -0.699 0.366
H -0.124 -1.449 0.846 0.282
H 1.333 -0.235 0.394 0.257
H 2.230 -0.131 3.210 0.309
H 0.452 0.027 2.884 0.213
H 1.549 1.250 2.228 0.220
```

***

## y
This record from the OMol25 dataset describes the ion C4H9N2O2 with charge -1. The level of theory is wB97M-V/def2-TZVPD.

Properties
Net charge: -1
SMILES: O=CNCCNC[O-]
HOMO, eV: -2.72
Molar mass, g mol⁻¹: 117.128

```
17
Properties=species:S:1:pos:R:3:nbo_charge:R:1
C -0.490 -0.746 -0.113 -0.252
N 0.251 -1.928 0.275 -0.707
C 1.006 -2.495 -0.929 0.126
O 0.321 -2.502 -2.072 -0.949
C 0.421 0.490 -0.072 -0.232
N -0.008 1.464 0.945 -0.604
C -0.534 2.657 0.612 0.524
O -0.902 3.516 1.401 -0.655
H -0.897 -0.835 -1.125 0.211
H -1.325 -0.588 0.573 0.174
H -0.363 -2.660 0.598 0.340
H 1.256 -3.540 -0.628 0.074
H 1.948 -1.899 -0.950 0.056
H 0.348 0.965 -1.053 0.191
H 1.430 0.181 0.193 0.209
H 0.435 1.420 1.856 0.396
H -0.630 2.833 -0.471 0.098
```

***

Tell me which of them is the least stable. Sure, it is x.

***

## w
This record from the OMol25 dataset describes the ion C4H9N2O2 with charge -1. The level of theory is wB97M-V/def2-TZVPD.

Properties
Net charge: -1
HOMO, eV: -3.19
Molar mass, g mol⁻¹: 117.128

```
17
Properties=species:S:1:pos:R:3:nbo_charge:R:1
N 2.790 0.747 1.344 -0.868
C 2.229 0.703 0.044 -0.235
C 0.710 0.207 0.062 0.165
N 0.004 0.501 -1.095 -0.237
C -1.030 -0.460 -1.213 -0.314
C -2.186 -0.751 -0.121 -0.002
O -2.997 -1.711 -0.507 -0.718
O 0.256 0.833 1.275 -0.730
H 1.057 0.808 1.851 0.503
H 3.777 0.534 1.261 0.318
H 2.838 0.066 -0.637 0.148
H 2.225 1.715 -0.389 0.178
H 0.804 -0.884 0.287 0.112
H -1.615 -0.245 -2.108 0.188
H -0.628 -1.479 -1.430 0.228
H -2.722 0.238 -0.024 0.120
H -1.777 -0.891 0.896 0.142
```

***

## x
This record from the OMol25 dataset describes a cluster of 2 separate species, C4H9N2O2 in total. The level of theory is wB97M-V/def2-TZVPD.

Properties
Net charge: -1
HOMO, eV: -3.92
Molar mass, g mol⁻¹: 117.128

```
17
Properties=species:S:1:pos:R:3:nbo_charge:R:1
O -0.230 -0.742 1.118 -0.790
C 0.482 -0.597 0.103 0.565
N 0.571 -1.438 -0.904 -0.906
C -2.739 -0.309 0.028 0.311
O -3.799 0.227 0.238 -0.580
C 1.270 0.741 0.091 -0.154
C 2.616 0.557 0.780 -0.604
N 1.447 1.388 -1.227 -0.834
H 1.301 -1.117 -1.534 0.283
H -2.541 -1.328 0.363 0.135
H -1.960 0.193 -0.553 0.111
H 0.669 1.406 0.707 0.190
H 2.451 0.001 1.708 0.219
H 3.064 1.503 1.098 0.188
H 3.312 0.021 0.146 0.189
H 0.524 1.410 -1.646 0.348
H 1.915 0.709 -1.825 0.330
```

***

## y
This record from the OMol25 dataset describes the ion C4H9N2O2 with charge -1. The level of theory is wB97M-V/def2-TZVPD.

Properties
Net charge: -1
SMILES: NCC[C@@H](N)C(=O)[O-]
HOMO, eV: -3.81
Molar mass, g mol⁻¹: 117.128

```
17
Properties=species:S:1:pos:R:3:nbo_charge:R:1
O 0.780 -2.040 -1.873 -0.790
C -0.275 -1.378 -1.760 0.747
O -1.189 -1.216 -2.599 -0.794
C -0.454 -0.612 -0.419 -0.164
C 0.483 0.597 -0.379 -0.414
C 0.625 1.268 0.997 -0.217
N 1.351 0.500 1.994 -0.861
N -1.828 -0.238 -0.136 -0.884
H -0.133 -1.291 0.388 0.167
H 1.411 0.411 -0.923 0.215
H -0.013 1.353 -1.002 0.189
H -0.372 1.451 1.392 0.198
H 1.166 2.197 0.782 0.167
H 0.805 -0.279 2.327 0.352
H 2.268 0.188 1.720 0.352
H -2.321 -0.051 -0.997 0.387
H -2.305 -0.862 0.487 0.350
```

***

Tell me which of them is the least stable. Sure, it is w.

***

## w
This record from the OMol25 dataset describes a cluster of 2 separate species, C2H7S in total. The level of theory is wB97M-V/def2-TZVPD.

Properties
Net charge: -1
HOMO, eV: -2.42
Molar mass, g mol⁻¹: 63.145

```
10
Properties=species:S:1:pos:R:3:nbo_charge:R:1
S 1.747 -1.186 -0.271 -1.069
H 0.904 -2.204 -0.019 0.080
C -1.591 1.506 -0.441 -0.602
C -1.467 0.741 0.870 -0.615
H -2.233 2.386 -0.353 0.172
H -1.996 0.867 -1.228 0.196
H -0.604 1.816 -0.787 0.218
H -2.443 0.383 1.215 0.171
H -0.806 -0.117 0.741 0.261
H -1.046 1.377 1.649 0.187
```

***

## x
This record from the OMol25 dataset describes a cluster of 2 separate species, C2H7S in total. The level of theory is wB97M-V/def2-TZVPD.

Properties
Net charge: -1
HOMO, eV: -2.40
Molar mass, g mol⁻¹: 63.145

```
10
Properties=species:S:1:pos:R:3:nbo_charge:R:1
S -1.560 2.231 1.469 -1.065
H -0.563 2.151 2.320 0.075
C 0.131 -0.279 -1.184 -0.614
C 0.445 -0.828 0.203 -0.629
H 0.204 0.803 -1.256 0.230
H 0.783 -0.707 -1.952 0.174
H -0.901 -0.496 -1.454 0.204
H 0.499 -0.018 0.934 0.247
H 1.346 -1.433 0.327 0.176
H -0.385 -1.422 0.592 0.202
```

***

Tell me which of them is the least stable. Sure, it is x.

***

## w
This record from the OMol25 dataset describes the ion C7H11NO5PS with charge -1. The level of theory is wB97M-V/def2-TZVPD.

Properties
Net charge: -1
HOMO (alpha / beta), eV: -3.29 / -3.38
Molar mass, g mol⁻¹: 252.208

```
26
Properties=species:S:1:pos:R:3:nbo_charge:R:1
C 2.211 -0.369 0.370 0.078
C 0.697 1.478 0.176 0.804
C -3.085 -0.769 0.096 0.827
C -0.351 1.990 -0.821 -0.502
C -1.715 1.409 -0.447 -0.379
C -0.881 -0.972 -0.910 -0.827
C -1.691 -0.023 -0.019 -0.367
N 3.516 -0.617 0.023 -0.680
O 0.732 1.658 1.398 -0.604
O -4.001 -0.661 -0.634 -0.601
O 1.587 0.596 -0.493 -0.571
O -3.122 -1.537 1.183 -0.716
O -0.128 -1.934 1.513 -1.155
P 0.352 -2.039 0.099 1.158
S 5.305 -0.074 1.044 -0.327
H 1.886 -0.264 1.365 0.218
H 0.040 1.684 -1.768 0.231
H -0.460 3.099 -0.683 0.229
H -2.174 1.950 0.288 0.209
H -2.313 1.423 -1.359 0.215
H -1.414 -1.757 -1.453 0.237
H -0.276 -0.675 -1.805 0.242
H -1.314 -0.140 1.028 0.246
H 3.791 -0.291 -0.897 0.368
H -2.190 -1.792 1.464 0.528
H 4.996 -1.370 1.243 0.138
```

***

## x
This record from the OMol25 dataset describes a cluster of 2 separate species, C7H11NO5PS in total. The level of theory is wB97M-V/def2-TZVPD.

Properties
Net charge: -1
HOMO, eV: -3.30
Molar mass, g mol⁻¹: 252.208

```
26
Properties=species:S:1:pos:R:3:nbo_charge:R:1
C -1.964 -0.583 0.964 -0.081
C 0.414 -0.874 0.855 0.805
C -1.507 3.082 0.704 1.040
C 1.506 -1.327 -0.102 -0.498
C 1.702 -0.139 -1.109 -0.447
C 1.692 2.298 -0.667 -0.406
C 2.089 1.082 -0.357 -0.189
N -2.894 -1.540 1.204 -0.865
O 0.573 -0.407 1.966 -0.630
O -1.485 3.608 -0.329 -0.534
O -0.766 -0.968 0.239 -0.536
O -1.478 2.537 1.724 -0.521
O -3.900 1.038 0.793 -1.044
P -2.735 0.592 -0.322 0.822
S -3.621 -0.662 -1.498 -0.831
H -1.766 -0.127 1.843 0.198
H 1.056 -2.138 -0.527 0.235
H 2.488 -1.389 0.482 0.218
H 2.540 -0.230 -1.918 0.216
H 0.719 0.166 -1.746 0.248
H 1.774 3.242 -0.138 0.194
H 1.050 2.458 -1.458 0.183
H 2.734 1.083 0.598 0.204
H -3.290 -1.967 0.405 0.391
H -4.034 0.350 1.446 0.476
H -2.780 -2.234 1.890 0.350
```

***

Tell me which of them is the least stable. Sure, it is w.